Formula: C47H44AlN5Sb2
Source: the OMol25 dataset
Level of theory: ωB97M-V/def2-TZVPD

Calculated values
- Gap between HOMO and LUMO: 5.69 eV
- HOMO energy: -0.4444 Eh
- Energy above the lowest of the compared OMol25 structures with the same formula, charge and spin: 1.460 eV
- Total charge: +2

Last column: Mulliken charge in e.
Positions of all 99 atoms, in Å:
C 1.703 -0.377 -2.942  -0.90
C 4.526 1.255 -0.603  -0.26
C 1.016 -2.774 2.232  -0.51
C 0.392 -2.847 0.992  0.19
H -1.666 -2.083 4.162  0.46
C 2.091 -1.769 -3.397  -0.79
C -3.799 1.913 -0.497  1.00
C -3.426 -2.398 -2.065  -1.08
C 1.735 0.555 1.445  1.43
C 1.314 -2.907 -2.739  -1.05
C -6.471 2.282 -1.369  0.19
C -0.946 3.536 0.576  0.24
N -0.424 3.559 -0.725  0.36
C 0.281 -2.497 3.369  -0.76
H 3.894 2.131 -0.507  0.31
C 0.182 2.831 -2.657  -0.42
H -3.445 2.117 2.324  0.58
C 3.950 -0.009 -0.706  0.65
C 1.376 1.070 4.129  -1.40
H 6.794 -1.843 -0.891  0.46
C 1.848 -5.897 -1.079  -0.32
H -0.390 0.620 1.265  -1.19
H -2.771 -2.183 1.958  0.49
Al -1.102 0.721 -0.865  -0.50
C -0.541 5.415 3.836  -1.59
C -0.968 -2.613 0.893  -0.36
C 0.477 0.729 1.956  0.43
H -3.542 -3.425 -2.348  0.53
C 2.845 0.636 2.268  -0.67
H 0.421 5.063 4.199  0.31
H -8.482 1.624 -1.719  0.40
C -1.061 4.487 2.791  0.60
H 1.658 -3.859 -3.144  0.76
C 3.847 -5.194 0.070  -0.41
H -7.840 2.708 -2.944  0.30
C -1.086 -2.287 3.274  -0.69
C -4.511 0.870 -1.107  0.50
H -3.910 3.972 0.062  0.51
N -3.858 -0.340 -1.391  0.10
H 0.661 -0.149 -3.212  0.35
H 1.237 1.255 5.182  0.49
H -6.187 4.307 -0.722  0.43
H 2.082 -2.957 2.307  0.34
H 0.592 4.819 -3.518  0.50
N -0.264 2.442 -1.450  1.02
H 5.264 -6.728 0.490  0.43
H 0.878 -5.664 -1.498  0.40
C -2.143 3.650 3.058  -1.18
C -0.468 4.418 1.539  -0.33
H -1.223 5.465 4.677  0.41
H -0.183 5.631 -1.047  0.55
C -7.860 2.502 -1.873  -1.61
H 3.918 -8.514 -0.565  0.42
C 5.903 1.406 -0.596  -0.59
C -2.278 -1.632 -2.090  -0.36
H 1.716 -7.978 -1.547  0.43
H 6.338 2.390 -0.492  0.46
H 4.429 -4.410 0.539  0.43
C 3.549 -7.500 -0.542  -0.55
Sb 1.821 -2.913 -0.614  0.85
H -1.286 -1.891 -2.404  0.14
H 2.354 0.357 -3.412  0.58
H -6.386 0.245 -1.954  0.43
C 2.653 0.901 3.618  -0.76
C -5.743 3.328 -0.804  -1.29
C 4.786 -1.114 -0.813  0.04
C -4.454 3.144 -0.365  -0.16
C 6.722 0.294 -0.698  -0.69
C -1.706 -2.344 2.038  -0.42
H 3.162 -1.922 -3.233  0.31
C 0.288 4.208 -2.697  -1.60
C -0.107 4.639 -1.444  0.02
N -2.537 -0.387 -1.657  0.42
H 1.938 -1.831 -4.479  0.49
H -2.616 3.676 4.027  0.43
H -0.727 1.112 3.676  0.74
H 0.772 -2.448 4.326  0.50
H -8.322 3.352 -1.377  0.40
H 4.371 -2.123 -0.883  -0.10
C -2.017 2.680 0.852  -0.20
C -2.607 2.763 2.111  -0.39
H -0.396 6.421 3.451  0.35
H 0.401 2.116 -3.426  0.53
C 6.164 -0.969 -0.815  -0.86
C 2.315 -7.200 -1.097  -0.74
C 4.308 -6.502 0.045  -0.65
H 3.846 0.497 1.876  0.44
N -2.468 1.760 -0.112  0.40
C -5.839 1.057 -1.503  -0.68
H 0.246 -2.826 -2.927  0.56
C 2.623 -4.908 -0.500  0.55
H 3.510 0.964 4.275  0.47
C -4.413 -1.539 -1.606  -0.05
H 7.794 0.401 -0.668  0.41
H -1.470 -2.699 -0.062  0.64
H -5.443 -1.747 -1.392  0.53
Sb 1.747 -0.135 -0.697  0.28
H 0.380 5.046 1.309  0.63
C 0.272 0.988 3.294  -0.49

Force components x, y, z for each atom (eV/Å):
-0.1 0.4 0.2
-0.2 0.0 0.0
0.2 -0.2 -0.2
0.2 -0.1 -0.4
0.0 0.0 0.1
0.1 -0.1 0.1
-0.1 -0.4 -0.3
-0.1 0.1 0.0
-0.2 -0.1 -0.8
-0.1 -0.1 0.2
0.2 0.0 0.2
-0.7 -0.2 1.1
0.1 0.4 -0.3
0.0 -0.1 0.1
0.0 0.1 0.0
0.0 0.1 0.2
-0.1 -0.1 0.0
-0.5 0.2 -0.1
-0.1 0.0 0.0
0.1 0.0 0.0
-0.4 0.2 -0.1
0.2 0.0 0.5
-0.1 0.0 0.0
-0.8 0.6 0.3
0.1 0.1 0.1
-0.2 -0.2 -0.2
-0.4 -0.1 -0.6
0.0 -0.2 0.0
0.3 0.0 0.0
0.1 0.0 0.1
-0.1 0.0 0.0
-0.1 -0.1 -0.2
-0.1 -0.1 0.2
0.2 0.2 0.2
-0.1 0.0 0.0
0.0 0.0 0.0
-0.4 1.3 0.3
0.0 0.1 0.0
0.0 -0.6 0.2
0.0 -0.1 0.0
0.0 0.1 0.1
-0.1 0.1 0.0
0.1 0.1 0.1
0.1 0.1 -0.2
0.3 -0.5 -0.6
0.1 -0.1 0.0
0.0 -0.1 -0.1
0.1 0.0 -0.1
0.0 -0.2 -0.1
0.0 0.1 0.1
-0.1 0.1 0.2
-0.1 0.0 -0.1
0.0 -0.1 0.0
0.0 0.1 0.0
-0.4 0.1 -0.1
-0.1 0.0 0.0
0.0 0.1 0.0
0.1 -0.1 0.0
0.1 0.0 0.0
-1.2 -0.8 -0.1
0.1 0.0 0.1
0.1 0.1 0.0
0.0 -0.1 -0.2
0.2 -0.1 0.0
0.0 -0.2 0.0
-0.3 -0.1 0.0
0.1 -0.1 0.0
0.0 -0.1 0.0
-0.1 0.0 -0.1
0.0 0.1 0.0
0.0 0.2 0.2
0.2 -0.1 -0.5
1.0 -0.2 -0.6
0.0 -0.1 0.0
-0.1 0.1 0.1
-0.2 0.0 0.1
0.1 0.0 0.1
-0.1 0.0 0.0
0.2 0.2 0.0
0.2 0.3 0.2
0.2 0.0 -0.1
0.0 0.1 0.0
0.0 -0.2 -0.1
0.0 0.0 0.0
0.0 0.0 0.0
0.1 0.1 0.1
-0.1 0.0 0.0
0.6 -0.4 0.3
0.2 0.0 0.0
0.0 -0.1 0.0
0.3 0.8 0.1
0.0 0.0 0.0
0.4 -0.3 0.0
0.1 0.1 0.0
0.0 0.0 0.1
-0.2 0.2 -0.1
1.0 -0.1 0.3
0.1 0.1 0.0
-0.1 0.1 0.1

***

Formula: C47H44Br2CdN6O2PS
Source: the OMol25 dataset
Level of theory: ωB97M-V/def2-TZVPD

Calculated values
- Gap between HOMO and LUMO: 3.14 eV
- HOMO energy: -0.0874 Eh
- Energy above the lowest of the compared OMol25 structures with the same formula, charge and spin: 0.735 eV
- Total charge: -1

Last column: Mulliken charge in e.
Positions of all 104 atoms, in Å:
C -3.804 1.127 -3.307  0.40
H 1.694 0.257 -5.769  0.43
C -2.228 -1.182 3.263  -0.17
N -0.893 -2.257 0.017  -0.48
H -7.608 -1.376 -4.661  0.28
Br 2.694 -0.775 -3.751  -0.11
C -5.313 1.586 -5.150  -0.77
C 1.370 -5.238 3.517  -0.14
C -1.955 4.236 0.707  -0.90
H 2.139 -2.454 4.125  0.12
Cd -0.973 -0.068 -0.945  2.06
H 0.079 4.265 3.060  0.28
C 4.569 2.819 1.525  -0.33
C 2.056 0.452 0.254  -0.93
C -1.023 -2.331 1.333  -0.06
C 0.515 -4.165 0.040  -0.53
C 1.053 -5.360 2.168  0.53
H 2.599 1.466 -4.803  0.40
H 0.202 5.680 -0.250  0.32
C 0.506 -3.869 -2.982  -0.28
H 3.510 1.699 -1.477  0.48
H -1.346 2.160 2.710  0.40
H 1.152 -6.752 0.520  0.40
C 0.498 3.259 2.987  -1.44
C 4.656 3.486 -1.158  -0.56
C 5.114 -0.898 3.788  -0.67
C -1.002 -1.901 -3.928  -0.26
H -3.584 2.755 -4.681  0.43
O -8.029 -0.893 -5.380  -0.51
H -1.920 4.802 -0.227  0.51
C 3.943 1.962 0.604  0.37
C -3.399 3.860 1.014  -1.13
H 0.630 2.885 4.004  0.45
C 2.898 -1.782 3.737  -0.11
H 1.174 -4.323 4.057  -0.03
S -2.428 1.598 -2.338  -0.44
H -0.463 -2.715 -5.846  0.43
H -3.917 0.993 0.740  0.47
C -4.188 1.898 -4.414  -0.55
H 0.597 3.419 -1.324  0.33
C -0.156 -2.998 -2.119  0.18
P -0.856 2.769 0.450  0.47
H -6.274 -1.186 -3.442  0.13
H 6.114 -0.878 4.208  0.36
H -4.306 -0.617 -2.161  0.24
C 2.589 -0.966 2.666  -0.29
C -3.774 0.406 2.820  -0.63
N -0.895 -2.005 -2.611  0.15
C -7.310 0.228 -5.660  0.60
C 4.159 -1.757 4.325  -0.76
C 4.817 -0.077 2.716  -0.58
C 0.671 3.545 -0.239  1.07
H 5.684 4.613 1.856  0.36
C -4.591 0.006 -3.001  -0.95
H -1.696 -1.775 3.996  0.41
N -3.142 -0.340 3.723  -0.66
H 4.393 -2.394 5.168  0.39
C -3.452 0.347 1.474  -0.30
C 1.057 0.177 -0.407  0.13
C 1.386 -6.566 1.559  -0.64
H -4.538 1.083 3.179  0.46
C 5.279 4.315 -0.231  -0.58
N 0.403 -3.779 -4.299  -0.61
Br 0.241 1.278 -4.032  0.05
C 1.981 -6.293 4.174  -0.48
H 1.139 -4.860 -0.500  0.39
C -5.712 -0.307 -3.745  -0.68
H 2.236 -6.196 5.223  0.38
H -4.030 4.748 1.100  0.43
H 0.085 1.343 2.097  -0.79
H 4.510 2.588 2.582  0.50
C -1.945 -1.304 1.905  -0.10
C -0.405 -3.323 2.073  -0.28
H 1.488 3.333 2.537  0.17
C 3.534 -0.060 2.124  0.71
H 4.682 3.740 -2.212  0.33
H -0.569 -3.394 3.138  0.62
C -0.397 2.323 2.182  0.72
H 1.602 -1.003 2.218  0.10
H 5.785 5.218 -0.549  0.35
H 1.912 5.294 -0.418  0.42
H 1.490 2.890 0.067  -1.24
C 0.391 -4.267 1.420  1.08
H -1.550 4.879 1.495  0.43
N -2.537 -0.501 1.025  0.06
C -0.362 -2.798 -4.771  -0.65
H -5.604 2.193 -5.997  0.42
C 1.895 0.642 -4.776  -0.71
H 2.253 -8.504 1.832  0.37
C 1.997 -7.561 2.303  -0.41
O -7.679 0.946 -6.550  -0.58
N 2.298 -7.448 3.594  -0.64
H -3.477 3.313 1.957  0.20
H 1.135 5.167 1.153  0.23
C 4.002 2.336 -0.752  -0.23
H -3.804 3.236 0.216  0.12
C -0.149 -3.148 -0.630  -0.22
H 5.597 0.547 2.297  0.52
H 1.133 -4.664 -2.599  0.38
C -6.100 0.481 -4.829  0.97
H -1.606 -1.086 -4.308  0.56
C 3.190 0.776 1.004  0.10
C 0.988 5.002 0.087  -1.45
C 5.223 3.969 1.114  -0.77

Force components x, y, z for each atom (eV/Å):
0.2 -0.3 0.1
0.0 0.0 0.0
0.1 -0.1 0.0
0.2 -0.6 -0.1
0.0 0.0 0.0
0.0 -0.1 0.1
0.1 0.0 0.0
0.0 0.1 0.0
0.1 0.1 0.0
0.0 0.0 0.0
-0.1 0.8 -0.4
0.0 0.0 0.0
0.1 0.1 0.0
-0.3 -0.2 -0.2
-0.1 0.1 -0.1
0.1 0.0 0.0
0.1 -0.1 0.1
0.0 0.0 0.0
0.0 0.0 0.0
0.0 0.0 0.2
0.0 0.0 0.0
0.0 0.0 0.0
0.0 0.0 0.0
0.0 0.0 0.0
-0.1 0.0 0.0
-0.1 0.0 -0.1
0.0 0.0 0.0
0.0 0.0 0.0
0.0 0.0 0.0
0.0 0.0 0.0
-0.1 -0.3 0.0
0.0 0.0 0.0
0.0 0.0 0.0
0.0 0.0 -0.1
0.0 0.0 0.0
-0.3 0.0 0.2
0.0 0.0 0.0
0.0 0.0 0.0
0.0 0.1 0.0
0.0 0.0 0.0
0.0 0.0 0.0
0.0 0.0 0.2
0.0 0.0 0.0
0.0 0.0 0.0
0.0 0.0 0.0
0.0 -0.1 0.1
0.0 0.0 0.2
0.0 -0.1 0.0
0.1 0.0 0.0
0.0 -0.1 0.1
0.1 0.0 0.1
0.0 0.0 0.0
0.0 0.0 0.0
0.0 0.0 0.0
0.0 0.0 0.0
-0.1 0.1 -0.1
0.0 0.0 0.0
0.1 0.0 -0.2
-0.2 -0.3 -0.1
-0.1 0.0 0.0
0.0 0.0 0.0
0.0 0.1 0.0
-0.1 0.1 -0.1
0.1 0.1 -0.1
0.0 -0.1 0.0
0.0 0.0 0.0
0.0 0.0 0.0
0.0 0.0 0.0
0.0 0.0 0.0
0.0 0.0 0.0
0.0 0.0 0.0
0.0 0.0 0.1
0.1 -0.2 0.1
0.0 0.0 0.0
-0.2 0.3 -0.2
0.0 0.0 0.0
0.0 0.0 0.0
0.0 -0.1 0.1
0.0 0.0 0.0
0.0 0.0 0.0
0.0 0.0 0.0
-0.1 0.1 0.0
-0.2 0.2 0.0
0.0 0.1 -0.1
-0.1 0.1 0.1
0.1 -0.1 0.0
0.0 0.0 0.0
0.1 0.1 -0.2
0.0 0.0 0.0
0.0 -0.1 0.0
0.0 0.0 0.0
0.0 0.1 0.0
0.0 0.0 0.0
0.0 0.0 0.0
0.1 0.1 0.0
0.0 0.0 0.0
-0.2 0.3 -0.1
0.0 0.0 0.0
0.0 0.0 0.0
-0.1 0.0 0.0
0.0 0.0 0.0
0.3 0.2 0.3
0.0 0.0 0.0
0.0 -0.1 0.0